The following is a DFT calculation (the ωB97M-V functional and the def2-TZVPD basis) of a 8-piece molecular cluster, C20H41Br14FN2O4PS overall in a non-equilibrium geometry.

Each line ends with the Mulliken charge.
CARTESIAN COORDINATES (ANGSTROEM)
C 5.258 0.914 1.086  -1.036
C 3.834 0.455 1.224  0.646
O 3.453 -0.366 2.004  -0.509
N 2.795 1.139 0.445  0.300
C 1.491 0.345 0.389  0.429
C 0.316 1.070 0.925  -0.749
O 1.530 -0.718 -0.137  -0.615
S 3.009 1.691 -1.121  0.091
C 3.963 3.233 -1.150  -0.979
C 4.122 3.949 0.193  0.129
F 3.376 5.100 0.153  -0.330
P 4.357 0.224 -2.132  0.907
N 5.762 0.772 -2.304  -0.529
O 4.163 -1.059 -1.252  -0.395
O 3.530 0.004 -3.461  -0.475
H 5.866 0.019 0.947  0.335
H 5.468 1.595 0.266  0.279
H 5.551 1.363 2.037  0.319
H -0.481 0.367 1.164  0.011
H 0.593 1.700 1.769  0.339
H -0.041 1.737 0.130  0.284
H 4.916 3.002 -1.633  0.585
H 3.378 3.882 -1.805  0.603
H 5.166 4.219 0.344  -0.129
H 3.784 3.360 1.045  0.390
H 6.496 0.245 -1.842  0.285
H 3.255 -1.370 -1.066  0.341
H 2.731 0.518 -3.624  0.370
Br 6.924 7.528 -1.284  -0.127
C 5.913 7.909 0.330  -0.217
C 6.671 7.547 1.578  -0.456
Br 6.748 5.615 1.827  -0.105
H 4.984 7.354 0.244  -0.073
H 5.701 8.976 0.317  0.370
H 6.163 7.940 2.456  0.237
H 7.701 7.887 1.560  0.413
Br -3.212 0.323 -0.323  -0.162
C -3.513 -1.581 -0.052  -0.451
C -3.784 -1.894 1.394  -0.438
Br -2.148 -1.791 2.443  -0.168
H -2.625 -2.090 -0.412  0.417
H -4.359 -1.839 -0.683  0.243
H -4.148 -2.913 1.501  0.156
H -4.489 -1.206 1.852  0.446
Br -8.652 -2.557 1.035  -0.109
C -7.397 -2.845 -0.417  -0.243
C -7.206 -4.302 -0.745  -0.653
Br -6.145 -5.225 0.597  -0.121
H -6.469 -2.374 -0.107  -0.142
H -7.806 -2.317 -1.275  0.421
H -6.665 -4.413 -1.682  0.406
H -8.151 -4.834 -0.808  0.448
Br 2.732 10.218 0.743  -0.113
C 2.120 8.487 1.374  -0.118
C 1.772 8.499 2.838  -0.621
Br 3.357 8.526 3.963  -0.135
H 2.909 7.773 1.157  -0.125
H 1.241 8.250 0.778  0.372
H 1.236 7.591 3.104  0.360
H 1.181 9.367 3.115  0.415
Br -9.301 -8.762 -2.388  -0.146
C -8.276 -9.587 -0.958  -0.573
C -7.207 -8.664 -0.437  -0.333
Br -5.705 -8.514 -1.664  -0.123
H -7.865 -10.508 -1.359  0.391
H -8.990 -9.814 -0.171  0.370
H -6.792 -9.043 0.494  0.353
H -7.581 -7.657 -0.282  0.031
Br 7.118 -0.037 -7.674  -0.130
C 6.691 -1.842 -7.104  -0.595
C 6.269 -1.885 -5.659  -0.494
Br 7.778 -1.678 -4.452  -0.139
H 7.571 -2.449 -7.291  0.389
H 5.875 -2.173 -7.742  0.358
H 5.830 -2.852 -5.420  0.389
H 5.568 -1.091 -5.418  0.223
Br -9.052 -6.087 3.031  -0.091
C -9.347 -4.838 4.486  -0.582
C -8.062 -4.476 5.183  -0.519
Br -7.409 -5.911 6.316  -0.127
H -10.065 -5.301 5.155  0.393
H -9.786 -3.951 4.032  0.285
H -8.219 -3.624 5.840  0.357
H -7.270 -4.254 4.474  0.290

Output
Kohn-Sham gap (eV): 7.624
Total charge: +1
LUMO energy (Eh): -0.132
DFT total energy (Eh): -38072.5341
Highest occupied orbital energy (hartree): -0.4120